1.
170
Properties=species:S:1:pos:R:3 method="wB97M-V/def2-TZVPD" homo_lumo_gap_ha=0.3689 smiles="FC(F)C(F)(F)COC(F)(F)C(F)F.FC(F)C(F)(F)COC(F)(F)C(F)F.FC(F)C(F)(F)COC(F)(F)C(F)F.CCOS(C)(=O)=O.CCOS(C)(=O)=O.CCOS(C)(=O)=O.CCOS(C)(=O)=O.CCOS(C)(=O)=O.CCOS(C)(=O)=O.CCOS(C)(=O)=O.c1ccncc1" total_charge=0
F -3.85 -26.65 16.78
C -4.23 -25.68 17.56
F -3.66 -25.82 18.81
C -3.79 -24.22 17.00
F -4.24 -23.92 15.76
F -2.49 -24.27 16.91
C -4.42 -23.24 17.85
O -4.40 -21.91 17.30
C -4.73 -20.80 18.13
F -5.72 -21.24 18.89
F -3.64 -20.49 18.82
C -5.24 -19.71 17.28
F -5.95 -20.17 16.22
F -5.94 -18.79 17.92
H -5.31 -25.82 17.68
H -4.05 -23.20 18.87
H -5.41 -23.63 18.09
H -4.36 -19.19 16.91
F -2.07 -16.19 11.31
C -2.26 -17.30 12.05
F -0.91 -17.82 12.21
C -3.17 -17.31 13.29
F -3.01 -18.45 13.88
F -4.50 -17.26 13.05
C -2.90 -16.13 14.26
O -1.99 -16.50 15.27
C -1.89 -15.58 16.36
F -1.82 -14.35 15.85
F -2.94 -15.70 17.20
C -0.62 -15.98 17.21
F -0.35 -15.16 18.24
F -0.86 -17.25 17.54
H -2.70 -17.95 11.29
H -3.87 -15.75 14.58
H -2.56 -15.29 13.66
H 0.35 -16.00 16.72
F -2.55 -10.42 21.59
C -3.15 -9.40 20.98
F -2.45 -8.28 21.13
C -3.54 -9.63 19.48
F -4.19 -8.56 18.96
F -4.39 -10.64 19.31
C -2.25 -9.83 18.62
O -1.40 -10.84 19.12
C -0.77 -11.72 18.17
F -1.65 -12.56 17.75
F -0.33 -11.00 17.12
C 0.47 -12.37 18.74
F 0.28 -13.18 19.71
F 1.25 -12.97 17.87
H -4.04 -9.16 21.56
H -1.75 -8.86 18.69
H -2.48 -10.02 17.57
H 0.99 -11.47 19.05
C -4.15 -8.76 15.41
C -4.26 -10.26 15.04
O -3.07 -10.73 14.50
S -3.08 -12.04 13.48
C -1.25 -12.47 13.37
O -3.87 -13.09 14.09
O -3.42 -11.47 12.20
H -5.17 -8.38 15.35
H -3.47 -8.25 14.73
H -3.64 -8.42 16.31
H -4.71 -10.98 15.73
H -4.84 -10.37 14.12
H -0.74 -12.42 14.34
H -0.85 -11.74 12.67
H -1.24 -13.52 13.09
C -12.31 -13.40 13.08
C -11.79 -14.74 13.64
O -10.41 -14.86 13.58
S -9.81 -16.34 13.30
C -10.01 -17.13 14.85
O -10.70 -17.09 12.38
O -8.35 -16.31 13.04
H -11.83 -13.18 12.12
H -11.86 -12.60 13.67
H -13.39 -13.24 12.99
H -12.29 -15.01 14.57
H -12.21 -15.46 12.94
H -11.03 -17.51 14.92
H -9.58 -16.58 15.68
H -9.40 -18.03 14.88
C -10.00 -14.16 17.11
C -9.90 -13.19 18.21
O -9.65 -11.89 17.53
S -9.00 -10.66 18.62
C -10.53 -9.71 18.62
O -8.70 -11.25 19.92
O -7.99 -9.89 17.86
H -10.37 -15.08 17.55
H -9.06 -14.56 16.74
H -10.71 -13.97 16.30
H -10.79 -13.15 18.83
H -9.14 -13.42 18.96
H -10.35 -8.75 19.10
H -11.33 -10.26 19.13
H -10.88 -9.55 17.60
C -2.56 -18.21 21.27
C -2.78 -16.84 20.72
O -2.62 -16.04 21.90
S -3.82 -14.99 22.25
C -3.62 -13.78 20.97
O -5.11 -15.67 22.14
O -3.32 -14.36 23.45
H -2.80 -18.93 20.48
H -3.11 -18.47 22.17
H -1.56 -18.38 21.67
H -1.99 -16.64 19.99
H -3.74 -16.92 20.22
H -2.65 -13.30 21.09
H -4.46 -13.13 21.20
H -3.73 -14.18 19.96
C -7.99 -7.50 10.82
C -8.46 -7.50 12.30
O -9.35 -8.56 12.44
S -9.72 -9.04 13.96
C -8.45 -10.42 14.27
O -9.40 -7.95 14.85
O -11.06 -9.60 13.90
H -7.36 -8.38 10.66
H -7.38 -6.63 10.59
H -8.87 -7.39 10.18
H -7.51 -7.62 12.83
H -9.00 -6.57 12.47
H -7.46 -10.00 14.11
H -8.68 -11.19 13.53
H -8.52 -10.71 15.32
C -9.18 -11.17 9.11
C -9.14 -11.72 10.55
O -8.26 -12.84 10.78
S -6.65 -12.37 10.98
C -6.01 -14.08 11.40
O -6.08 -11.94 9.70
O -6.53 -11.51 12.14
H -9.62 -11.85 8.39
H -8.11 -11.05 8.94
H -9.73 -10.23 9.10
H -9.14 -10.98 11.34
H -10.16 -12.10 10.71
H -6.41 -14.89 10.80
H -6.13 -14.24 12.47
H -4.92 -14.00 11.31
C -7.23 -17.34 20.53
C -8.19 -16.47 19.72
O -9.53 -16.58 20.33
S -10.81 -17.36 19.47
C -10.65 -19.08 20.09
O -12.12 -16.91 19.98
O -10.41 -17.31 18.06
H -6.16 -17.13 20.45
H -7.32 -18.42 20.40
H -7.57 -17.28 21.56
H -7.81 -15.44 19.75
H -8.09 -16.74 18.67
H -11.21 -19.77 19.46
H -11.00 -18.99 21.11
H -9.58 -19.30 20.12
C -6.99 -13.80 15.57
C -6.52 -12.91 16.56
C -5.79 -13.48 17.61
N -5.59 -14.86 17.78
C -6.09 -15.67 16.84
C -6.75 -15.17 15.71
H -7.45 -13.25 14.76
H -6.79 -11.87 16.55
H -5.36 -12.88 18.39
H -5.88 -16.71 17.03
H -7.05 -15.81 14.90

2.
111
Properties=species:S:1:pos:R:3 method="wB97M-V/def2-TZVPD" homo_lumo_gap_ha=0.0369 total_charge=0 de_lowest_kcal_mol=168.5
C 4.28 -2.05 2.06
C 3.52 -0.89 2.90
O 2.98 0.15 2.06
P 1.33 0.45 2.37
O 0.48 -0.83 2.56
C 0.66 1.29 0.79
C 1.39 2.70 0.58
C 1.84 3.03 -0.92
C 3.37 3.51 -0.89
C 3.62 5.00 -1.43
C 4.20 5.02 -2.95
O 3.37 5.85 -3.81
C 3.36 5.38 -5.16
C 3.62 6.48 -6.34
O 3.12 4.21 -5.51
C 0.71 3.95 -1.54
N 0.73 3.64 -3.02
C 0.90 2.15 -3.01
N 0.29 1.29 -3.85
N 1.86 1.95 -1.95
O 1.03 1.43 3.73
C 1.40 0.77 4.96
C 0.35 1.06 6.16
H 3.56 -2.42 1.27
H 4.47 -2.94 2.76
H 5.28 -1.70 1.65
H 4.30 -0.45 3.62
H 2.76 -1.44 3.55
H -0.45 1.49 1.04
H 0.72 0.57 -0.08
H 2.23 2.80 1.36
H 0.62 3.51 0.88
H 3.88 3.42 0.13
H 3.97 2.80 -1.57
H 2.75 5.72 -1.29
H 4.48 5.43 -0.79
H 4.33 3.95 -3.32
H 5.25 5.47 -2.94
H 4.65 6.95 -6.28
H 3.53 5.93 -7.36
H 2.77 7.26 -6.34
H -0.30 3.47 -1.26
H 0.68 5.06 -1.27
H 1.59 4.11 -3.37
H 0.80 0.66 -4.48
H -0.74 1.34 -3.88
H 2.09 0.99 -1.67
H 1.45 -0.36 4.88
H 2.42 1.15 5.34
H -0.54 1.70 5.81
H 0.85 1.52 7.08
H -0.11 0.07 6.52
C 1.97 -2.99 8.93
C 1.45 -2.22 7.76
O 1.88 -0.90 8.02
C 3.03 -1.03 8.76
O 3.82 -0.15 8.94
O 3.16 -2.30 9.25
F 0.10 -2.23 7.72
H 1.29 -2.96 9.79
H 2.17 -4.03 8.69
H 1.85 -2.55 6.79
O -3.18 1.71 1.73
C -3.87 0.55 1.76
C -2.87 -0.68 1.65
O -3.57 -1.83 1.67
H -4.62 0.40 0.96
H -4.48 0.36 2.67
H -2.13 -0.53 2.46
H -2.25 -0.48 0.75
Li 1.35 6.96 -4.82
Li -4.13 1.00 -0.55
C 5.56 2.89 -7.09
C 4.46 1.86 -7.23
O 4.54 1.17 -8.48
C 5.52 0.26 -8.59
O 6.32 -0.02 -7.73
O 5.48 -0.26 -9.82
C 6.54 -1.17 -10.10
H 5.55 3.58 -7.94
H 5.45 3.46 -6.17
H 6.55 2.42 -7.08
H 3.49 2.37 -7.22
H 4.46 1.15 -6.40
H 6.59 -1.96 -9.35
H 7.49 -0.62 -10.14
H 6.36 -1.62 -11.07
C -7.20 -1.62 1.49
Cl -6.22 -1.13 0.12
Cl -8.67 -2.45 0.96
H -6.62 -2.29 2.12
H -7.48 -0.73 2.05
Br 3.14 0.19 11.12
C -9.91 -9.21 2.28
O -10.27 -8.33 1.22
C -10.85 -7.13 1.70
C -9.86 -5.97 1.63
O -8.81 -6.14 2.58
C -7.60 -6.58 1.96
H -9.31 -10.02 1.86
H -9.31 -8.70 3.04
H -10.81 -9.64 2.74
H -11.25 -7.25 2.71
H -11.70 -6.90 1.03
H -10.38 -5.05 1.91
H -9.47 -5.85 0.62
H -7.17 -5.77 1.37
H -7.77 -7.45 1.32
H -6.90 -6.86 2.75
K -8.98 -0.81 3.07
Cl 2.37 4.43 -7.94

3.
80
Properties=species:S:1:pos:R:3 method="wB97M-V/def2-TZVPD" homo_lumo_gap_ha="0.2800 / 0.2744" multiplicity=4 total_charge=+2 de_lowest_kcal_mol=0.0
Cr 13.69 11.28 7.89
C 11.70 13.91 6.19
C 13.02 14.15 6.83
C 13.58 15.40 6.94
C 14.77 15.22 7.62
C 15.75 16.29 8.05
N 14.92 13.92 7.89
N 13.82 13.23 7.38
B 15.85 13.21 8.89
N 15.01 12.73 10.08
N 14.10 11.74 9.86
C 13.56 11.40 11.02
C 12.52 10.34 11.21
C 14.11 12.17 12.04
C 15.05 13.00 11.43
C 15.94 14.02 12.04
N 16.53 12.03 8.22
N 15.74 11.20 7.52
C 16.54 10.31 6.89
C 15.97 9.25 6.03
C 17.84 10.54 7.22
C 17.81 11.68 8.06
C 18.92 12.47 8.71
H 11.02 14.58 6.74
H 11.76 14.15 5.12
H 11.32 12.89 6.25
H 13.13 16.29 6.56
H 15.48 17.24 7.61
H 15.67 16.35 9.11
H 16.78 16.09 7.76
H 16.61 14.08 9.31
H 12.07 10.13 10.20
H 12.91 9.34 11.49
H 11.73 10.67 11.89
H 13.91 12.08 13.11
H 15.48 14.41 12.97
H 16.95 13.60 12.32
H 16.08 14.88 11.41
H 15.06 9.58 5.62
H 16.70 8.99 5.22
H 15.91 8.27 6.61
H 18.70 9.98 6.86
H 19.87 11.94 8.67
H 19.01 13.42 8.19
H 18.73 12.72 9.72
N 11.48 8.27 6.16
C 10.30 8.84 5.65
C 9.06 8.27 5.91
C 7.94 8.89 5.42
C 7.99 10.09 4.75
C 9.22 10.68 4.56
C 10.38 10.08 4.99
S 12.00 10.64 4.67
N 12.78 10.19 6.19
C 12.53 9.00 6.55
C 13.39 8.34 7.59
C 13.57 6.95 7.63
C 14.56 6.52 8.45
C 15.22 7.41 9.30
C 14.88 8.75 9.29
N 14.01 9.21 8.37
H 11.40 7.37 6.57
H 9.04 7.35 6.49
H 7.00 8.44 5.65
H 7.08 10.58 4.41
H 9.20 11.60 3.97
H 12.95 6.28 7.02
H 14.88 5.48 8.42
H 15.93 7.05 10.02
H 15.43 9.43 9.88
N 8.95 13.24 9.59
C 9.58 11.98 9.09
C 11.07 12.37 8.84
O 11.44 13.46 9.31
O 11.73 11.46 8.27
H 8.36 13.68 8.89
H 9.75 13.85 9.77
H 8.38 13.15 10.45
H 9.02 11.65 8.24
H 9.61 11.22 9.86

4.
11
Properties=species:S:1:pos:R:3 method="wB97M-V/def2-TZVPD" homo_lumo_gap_ha=0.4030 smiles="O=CC1CC1" total_charge=0 de_lowest_kcal_mol=8.6
O -1.03 1.92 1.51
C -0.61 1.29 0.57
C 0.15 0.02 0.63
C -0.34 -1.06 -0.32
C 0.89 -0.29 -0.64
H -0.78 1.63 -0.48
H 0.55 -0.27 1.60
H -0.25 -2.09 0.01
H -1.25 -0.85 -0.88
H 1.86 -0.77 -0.60
H 0.81 0.47 -1.41

5.
18
Properties=species:S:1:pos:R:3 method="wB97M-V/def2-TZVPD" homo_lumo_gap_ha=0.3363 smiles="CN1C=NCC12CC2" total_charge=0 de_lowest_kcal_mol=136.7
C 0.44 1.91 -0.10
N 0.80 0.52 -0.20
C 2.06 -0.04 0.15
N 2.17 -1.29 0.21
C 0.81 -1.74 -0.14
C -0.29 -0.51 0.01
C -1.73 -0.67 -0.48
C -1.48 -0.22 0.84
H 1.19 2.57 -0.82
H 0.71 2.34 0.93
H -0.52 2.37 -0.51
H 2.68 1.00 0.60
H 0.43 -2.75 0.32
H 0.97 -1.75 -1.32
H -2.35 -1.79 -0.40
H -2.11 -0.08 -1.41
H -1.97 -0.89 1.49
H -1.81 1.02 0.82

6.
25
Properties=species:S:1:pos:R:3 method="wB97M-V/def2-TZVPD" homo_lumo_gap_ha="0.2741 / 0.1903" multiplicity=2 total_charge=+2 de_lowest_kcal_mol=135.0
C -0.55 0.54 0.54
N -1.07 1.27 -0.70
C 0.82 0.77 1.09
N 1.70 -0.83 -1.12
C 2.01 -0.89 2.66
C 0.99 0.24 2.48
H -0.62 -0.50 0.24
H -1.29 0.79 1.32
H -0.73 0.76 -1.54
H -0.63 2.20 -0.73
H 1.26 1.77 0.97
H 1.59 -1.70 -0.61
H 2.66 -0.69 -1.44
H 1.55 -0.09 -0.35
H 1.85 -1.68 1.91
H 2.23 -1.28 3.66
H 3.02 -0.54 2.27
H 0.02 -0.19 2.88
H 0.99 1.10 3.16
H -2.90 0.49 -0.76
H -4.01 -0.47 -1.25
O -3.05 -0.44 -1.02
H -0.26 -0.23 -3.84
H 0.22 -0.54 -2.36
O -0.55 -0.33 -2.92

7.
7
Properties=species:S:1:pos:R:3 method="wB97M-V/def2-TZVPD" homo_lumo_gap_ha=0.2939 total_charge=-1 de_lowest_kcal_mol=42.1
C -1.20 0.99 0.11
O 1.45 -0.46 -1.44
O -1.60 2.12 0.23
P 1.48 0.79 -0.70
S -1.81 -0.51 0.20
Cl 2.41 0.00 1.07
H 0.01 1.03 -0.21

8.
15
Properties=species:S:1:pos:R:3 method="wB97M-V/def2-TZVPD" homo_lumo_gap_ha=0.3367 smiles=CSC.CS total_charge=0 de_lowest_kcal_mol=53.3
C -1.20 -0.38 -0.25
S -1.34 0.98 1.14
C -2.55 2.22 0.56
H -2.12 -0.49 -0.68
H -0.73 -1.05 0.40
H -0.49 -0.32 -1.02
H -3.16 2.50 1.42
H -2.15 3.14 0.20
H -2.87 1.94 -0.59
C 2.64 -1.67 -0.57
S 2.35 -0.61 0.79
H 1.57 -2.02 -0.75
H 3.12 -1.04 -1.38
H 3.28 -2.52 -0.35
H 3.63 -0.68 1.08

9.
52
Properties=species:S:1:pos:R:3 method="wB97M-V/def2-TZVPD" homo_lumo_gap_ha=0.2813 total_charge=-1
N 0.69 1.46 3.12
C 1.64 1.19 2.04
C 1.07 1.54 0.67
C 2.09 2.15 -0.30
In 2.96 0.65 -1.70
C 1.69 0.43 -3.54
C 0.40 -0.39 -3.34
C 0.70 -1.86 -3.25
N 1.09 -2.47 -4.49
O 0.60 -2.51 -2.23
C 5.02 1.45 -2.28
O 5.36 1.80 -3.38
N 6.08 1.58 -1.19
C 6.92 0.51 -1.07
O 7.21 -0.33 -1.86
F 7.49 0.51 0.17
H 1.12 1.34 4.03
H -0.11 0.83 3.06
H 2.52 1.82 2.22
H 1.99 0.15 2.05
H 0.60 0.66 0.22
H 0.27 2.26 0.86
H 1.62 2.93 -0.90
H 2.91 2.63 0.24
H 3.17 -0.92 -0.91
H 2.29 0.03 -4.35
H 1.40 1.45 -3.81
H -0.28 -0.23 -4.18
H -0.09 -0.12 -2.41
H 2.09 -2.34 -4.63
H 0.92 -3.46 -4.36
H 5.62 1.77 -0.30
C -6.14 -0.33 1.05
C -5.35 -1.21 2.02
C -4.32 -0.44 2.84
C -3.23 0.25 2.02
C -2.42 -0.68 1.12
C -1.65 -1.76 1.88
H -5.49 0.15 0.32
H -6.88 -0.91 0.51
H -6.67 0.46 1.59
H -4.86 -2.01 1.46
H -6.05 -1.70 2.70
H -3.86 -1.12 3.56
H -4.84 0.33 3.44
H -2.54 0.76 2.71
H -3.67 1.04 1.41
H -1.71 -0.08 0.55
H -3.07 -1.16 0.38
H -0.96 -1.31 2.60
H -1.06 -2.37 1.20
H -2.32 -2.42 2.43

Ordered energy results: -235387.5644 -201461.6632 -89579.3449 -6291.5462 -9358.5071 -11474.7977 -37796.8550 -24941.3844 -33509.4213; unit eV.
Ordered F_max results: 4.94 5.83 2.63 0.42 5.84 4.76 2.06 3.80 0.83; unit eV Å⁻¹.